{
  "formula": "H4O2",
  "method": "the ωB97M-V functional and the def2-TZVPD basis",
  "e_above_lowest_ev": 0.304,
  "homo_lumo_gap_ev": 12.12,
  "total_energy_ev": -4159.6351,
  "symbols": ["O", "H", "H", "O", "H", "H"],
  "coordinates": [[1.3174, -0.0366, -0.1951], [0.6812, 0.3799, 0.4220], [1.9081, -0.5872, 0.3295], [-1.5670, -0.2044, -0.0691], [-0.5892, -0.3296, -0.3595], [-1.7506, 0.7779, -0.1278]]
}

---

{
  "formula": "C8H22CrFN2O2",
  "method": "the ωB97M-V functional and the def2-TZVPD basis",
  "homo_lumo_gap_ev": [4.33, 8.68],
  "total_energy_ev": -46862.8928,
  "spin_multiplicity": 6,
  "symbols": ["Cr", "F", "C", "C", "C", "O", "C", "N", "H", "H", "H", "H", "H", "H", "H", "H", "H", "H", "H", "C", "C", "C", "O", "C", "N", "H", "H", "H", "H", "H", "H", "H", "H", "H", "H", "H"],
  "coordinates": [[1.2567, 0.1063, 0.4900], [2.5107, 1.1872, 1.8115], [-2.2141, 0.7404, 2.7555], [-0.9133, 0.2620, 2.1951], [-0.8008, -1.1865, 2.0051], [0.4818, -1.5294, 1.6057], [0.8143, -2.8632, 2.0792], [-0.6249, 1.0121, 0.9941], [-3.0288, 0.4382, 2.0975], [-2.2778, 1.8208, 2.8851], [-2.5034, 0.2130, 3.6645], [-0.2120, 0.6380, 2.9400], [-1.6602, -1.4343, 1.3821], [-1.0421, -1.6734, 2.9500], [0.9537, -2.7476, 3.1540], [1.7820, -3.1405, 1.6613], [0.0823, -3.6302, 1.8262], [-1.4051, 0.8285, 0.3795], [-0.8233, 1.9684, 1.2516], [0.8101, 2.4286, -3.1724], [0.4756, 1.4740, -2.0551], [0.4520, 0.0131, -2.5467], [0.1719, -0.7543, -1.3631], [-0.0551, -2.1195, -1.7897], [1.4785, 1.6606, -1.0890], [0.0171, 2.4982, -3.9171], [1.6776, 2.1161, -3.7537], [1.1629, 3.3671, -2.7449], [-0.4214, 1.8254, -1.5452], [1.4354, -0.1817, -2.9746], [-0.2721, -0.1070, -3.3526], [-0.4601, -2.5667, -0.8819], [0.7195, -2.7903, -2.1612], [-1.0195, -2.3009, -2.2643], [2.1367, 1.8550, -1.8300], [1.3156, 2.5725, -0.6865]]
}

---

{
  "formula": "C32H64O8",
  "method": "the ωB97M-V functional and the def2-TZVPD basis",
  "e_above_lowest_ev": 1.235,
  "homo_lumo_gap_ev": 9.56,
  "total_energy_ev": -50596.9298,
  "symbols": ["C", "C", "C", "O", "C", "H", "H", "H", "H", "H", "H", "H", "H", "C", "C", "C", "O", "C", "H", "H", "H", "H", "H", "H", "H", "H", "C", "C", "C", "O", "C", "H", "H", "H", "H", "H", "H", "H", "H", "C", "C", "C", "O", "C", "H", "H", "H", "H", "H", "H", "H", "H", "C", "C", "C", "O", "C", "H", "H", "H", "H", "H", "H", "H", "H", "C", "C", "C", "O", "C", "H", "H", "H", "H", "H", "H", "H", "H", "C", "C", "C", "O", "C", "H", "H", "H", "H", "H", "H", "H", "H", "C", "C", "C", "O", "C", "H", "H", "H", "H", "H", "H", "H", "H"],
  "coordinates": [[-15.6199, 11.3654, -11.1619], [-16.8911, 11.3557, -12.0212], [-16.6041, 12.3973, -13.1170], [-15.1956, 12.6521, -13.0569], [-14.5608, 11.7048, -12.2071], [-15.4097, 10.3909, -10.7229], [-15.7815, 12.1459, -10.4169], [-17.7999, 11.5615, -11.4552], [-17.0252, 10.3453, -12.4195], [-17.0738, 13.3399, -12.8430], [-16.8816, 11.9527, -14.0708], [-13.6328, 12.0989, -11.8007], [-14.3668, 10.8039, -12.8050], [-15.5610, 9.9449, -7.7133], [-15.7619, 10.4193, -6.2642], [-17.2633, 10.3878, -6.0557], [-17.8966, 9.9306, -7.2890], [-16.9482, 9.9864, -8.3604], [-15.1159, 8.9444, -7.6953], [-14.8687, 10.5067, -8.3435], [-15.3183, 11.4191, -6.2562], [-15.3057, 9.8510, -5.4567], [-17.6728, 11.3601, -5.7896], [-17.5031, 9.5247, -5.4360], [-17.1270, 10.9270, -8.8814], [-17.0571, 9.1427, -9.0430], [-19.5009, 17.0187, -15.0962], [-20.0396, 17.9843, -14.0259], [-18.8077, 18.0698, -13.1309], [-18.2109, 16.7694, -13.1085], [-18.6647, 16.0528, -14.2409], [-18.8873, 17.5347, -15.8320], [-20.2393, 16.4095, -15.6196], [-20.9170, 17.6125, -13.5013], [-20.3343, 18.9226, -14.4940], [-18.9631, 18.5281, -12.1549], [-18.0529, 18.7025, -13.6172], [-19.2461, 15.1717, -13.9438], [-17.7967, 15.6996, -14.8092], [-21.6712, 9.2508, -10.9369], [-20.8647, 8.1428, -11.6072], [-19.5791, 8.1767, -10.8479], [-20.0187, 8.3525, -9.5086], [-21.1090, 9.2833, -9.4816], [-22.7442, 9.0519, -10.9779], [-21.5527, 10.1922, -11.4755], [-20.7878, 8.4498, -12.6567], [-21.3673, 7.1780, -11.5854], [-18.8837, 9.0051, -11.0664], [-18.9137, 7.3159, -10.9486], [-20.7285, 10.2718, -9.2162], [-21.7582, 8.9236, -8.6880], [-23.7636, 16.4725, -9.3935], [-23.5110, 15.7349, -10.7155], [-22.4706, 16.5416, -11.4339], [-22.6752, 17.8852, -11.0047], [-23.1001, 17.8436, -9.6418], [-23.2340, 15.9597, -8.5872], [-24.8132, 16.5380, -9.1275], [-24.4183, 15.7007, -11.3285], [-23.2782, 14.6720, -10.6131], [-22.4736, 16.4972, -12.5250], [-21.4301, 16.2428, -11.2205], [-23.9056, 18.5819, -9.5943], [-22.2852, 18.1071, -8.9680], [-18.6167, 15.0922, -10.2273], [-19.8820, 14.5003, -9.6044], [-19.5074, 13.0544, -9.2657], [-18.0648, 13.0376, -9.1889], [-17.5272, 14.3173, -9.4828], [-18.5388, 16.1373, -9.9279], [-18.3912, 14.9513, -11.2816], [-20.7368, 14.4875, -10.2862], [-20.1976, 15.0773, -8.7385], [-19.7332, 12.3511, -10.0671], [-19.8807, 12.7952, -8.2747], [-16.6278, 14.2175, -10.0927], [-17.2584, 14.8716, -8.5743], [-14.2926, 16.4500, -11.2966], [-13.2768, 15.5512, -11.9734], [-12.0366, 16.3719, -12.1314], [-12.5041, 17.7062, -12.2832], [-13.7399, 17.8628, -11.6006], [-14.2721, 16.2087, -10.2289], [-15.3122, 16.2020, -11.5920], [-13.6648, 15.2464, -12.9484], [-13.0594, 14.6443, -11.4017], [-11.4297, 16.0247, -12.9716], [-11.3426, 16.3510, -11.2763], [-14.4015, 18.5583, -12.1136], [-13.5661, 18.3339, -10.6238], [-20.7518, 15.3172, -4.9683], [-19.5521, 15.0361, -5.8647], [-19.1561, 16.4213, -6.3596], [-19.4587, 17.3281, -5.3012], [-20.4693, 16.7571, -4.4805], [-20.8799, 14.6265, -4.1372], [-21.7029, 15.3050, -5.5040], [-19.8546, 14.4769, -6.7511], [-18.7138, 14.5242, -5.3973], [-19.7526, 16.7066, -7.2358], [-18.1039, 16.4776, -6.6409], [-21.3093, 17.4595, -4.5509], [-20.1865, 16.7320, -3.4216]]
}

---

{
  "formula": "C6H13NO",
  "method": "the ωB97M-V functional and the def2-TZVPD basis",
  "e_above_lowest_ev": 9.780,
  "homo_lumo_gap_ev": 4.55,
  "total_energy_ev": -9961.3939,
  "symbols": ["C", "C", "C", "C", "C", "C", "N", "H", "H", "H", "H", "H", "H", "H", "H", "H", "H", "H", "H", "H", "O"],
  "coordinates": [[1.0406, 1.1112, -0.4020], [1.3073, 0.6780, 1.0074], [0.2597, -0.3859, 1.2815], [-0.7716, -0.2228, 2.1099], [1.4257, -1.7006, -0.3979], [0.3870, -1.5464, 0.3966], [-0.1859, 1.7888, -0.4430], [1.8436, 1.7123, -0.8155], [0.9237, 0.1167, -0.9506], [1.0872, 1.4969, 1.6898], [2.2903, 0.2377, 1.0918], [-0.7681, 0.5297, 2.8724], [-1.6186, -0.8819, 2.0689], [1.4181, -1.9846, -1.4406], [-1.3968, -1.3501, -2.2337], [-0.2377, -2.4326, 0.6085], [-1.0053, 1.1116, -0.6070], [-0.1915, 2.4615, -1.2108], [-0.7736, -1.7652, -2.1914], [-2.8315, 0.3443, -0.8849], [-2.2026, 0.6814, -1.5494]]
}

---

{
  "formula": "H18O9",
  "method": "the ωB97M-V functional and the def2-TZVPD basis",
  "e_above_lowest_ev": 2.029,
  "homo_lumo_gap_ev": 9.54,
  "total_energy_ev": -18720.1070,
  "symbols": ["O", "H", "H", "O", "H", "H", "O", "H", "H", "O", "H", "H", "O", "H", "H", "O", "H", "H", "O", "H", "H", "O", "H", "H", "O", "H", "H"],
  "coordinates": [[-4.1519, -2.0729, -0.1567], [-4.9113, -1.7675, -0.6686], [-3.8966, -1.3179, 0.3916], [-2.9887, -5.7514, -1.6848], [-3.2999, -5.3793, -2.5174], [-3.7870, -5.8931, -1.1536], [-1.8439, -3.7214, -0.0909], [-1.9608, -4.3482, -0.8301], [-2.5756, -3.0890, -0.1898], [-5.5491, -2.0843, 3.6254], [-6.4041, -2.5319, 3.6801], [-5.7638, -1.1626, 3.4343], [-1.6773, -6.0348, 1.7530], [-1.1592, -5.3005, 2.0962], [-2.2950, -5.6143, 1.1457], [-5.8314, -6.1409, -0.6532], [-6.4071, -5.6074, -0.0945], [-6.2269, -7.0198, -0.6445], [-2.8350, -2.2731, 3.9282], [-2.6884, -1.9754, 4.8313], [-3.8068, -2.2688, 3.8141], [-5.1287, -4.2161, 1.4290], [-5.1701, -3.6148, 2.1833], [-4.7253, -3.6947, 0.7125], [-5.7474, -7.0733, 1.8604], [-5.4965, -6.1416, 1.7417], [-5.7517, -7.2076, 2.8126]]
}

---

{
  "formula": "H18O9",
  "method": "the ωB97M-V functional and the def2-TZVPD basis",
  "e_above_lowest_ev": 12.569,
  "homo_lumo_gap_ev": 7.25,
  "total_energy_ev": -18709.5665,
  "symbols": ["O", "H", "H", "O", "H", "H", "O", "H", "H", "O", "H", "H", "O", "H", "H", "O", "H", "H", "O", "H", "H", "O", "H", "H", "O", "H", "H"],
  "coordinates": [[-1.8321, -1.0793, 0.8857], [-1.0154, -1.5749, 0.9460], [-1.5540, -0.1763, 0.7322], [-2.1442, 1.6925, -0.2796], [-3.0835, 1.5331, -0.1870], [-1.9987, 1.7266, -1.2251], [-1.8260, 2.6095, 1.6147], [-1.9374, 1.9517, 0.9283], [-2.7053, 2.7357, 1.9712], [2.0019, -1.5794, 0.8477], [1.7968, -0.6759, 0.6073], [2.9540, -1.6385, 0.7690], [0.7787, 0.4025, -2.7691], [0.8527, 0.6018, -1.8358], [1.5461, -0.1363, -2.9611], [0.1443, -1.5851, -2.0134], [-0.1766, -1.2601, -1.1722], [1.0466, -1.2695, -2.0642], [-0.2488, 0.2189, -0.2522], [-0.6439, 1.0908, -0.2521], [0.4989, 0.2943, 0.3406], [-0.1332, -1.8615, 1.4435], [0.6558, -1.3238, 1.5107], [0.1360, -2.7233, 1.7615], [2.0693, 0.3580, 0.1963], [2.8216, 0.5792, -0.3527], [1.9965, 1.0893, 0.8096]]
}

---

{
  "formula": "C4H3N2O2S",
  "method": "the ωB97M-V functional and the def2-TZVPD basis",
  "e_above_lowest_ev": 3.609,
  "homo_lumo_gap_ev": 6.67,
  "total_energy_ev": -22105.1302,
  "total_charge": -1,
  "symbols": ["O", "C", "O", "N", "N", "C", "C", "C", "S", "H", "H", "H"],
  "coordinates": [[-3.4684, 0.1416, -0.9423], [-2.8716, -0.5231, -0.1477], [-2.8126, -1.6604, 0.2605], [-1.8818, 0.3466, 0.7343], [-0.7265, 0.1170, 0.5931], [0.4041, -0.4154, 0.4630], [1.6475, -0.1715, -0.1807], [2.2682, 0.9880, -0.3237], [1.7613, 2.5969, 0.0497], [0.5566, -1.4723, 0.9424], [2.0923, -1.0538, -0.3066], [3.0309, 1.1062, -1.1419]]
}

---

{
  "formula": "C3H6O2",
  "method": "the ωB97M-V functional and the def2-TZVPD basis",
  "e_above_lowest_ev": 3.281,
  "homo_lumo_gap_ev": 9.50,
  "total_energy_ev": -7300.3970,
  "symbols": ["O", "C", "C", "C", "O", "H", "H", "H", "H", "H", "H"],
  "coordinates": [[-1.4065, 0.4691, -0.9216], [-1.0784, -0.2791, 0.2363], [0.3960, -0.6225, 0.1215], [1.1543, 0.6483, 0.3610], [2.2081, 0.7000, -0.4253], [-2.2945, 0.8270, -0.8078], [-1.6945, -1.1855, 0.3180], [-1.2111, 0.3243, 1.1464], [0.6198, -1.1550, -0.8146], [0.6822, -1.2655, 0.9687], [2.6245, 1.5389, -0.1826]]
}